1.
41
Properties=species:S:1:pos:R:3 method="wB97M-V/def2-TZVPD" homo_energy_ev=-8.75 lumo_ev=-0.32 orbital_gap_ha=0.3101 e_tot_ha=-2331.55090 relative_energy_kj_mol=1562.6
C 4.547 -1.653 -6.359
H 4.786 -1.701 -7.329
O 3.459 -0.621 -6.316
C 2.936 -0.165 -5.259
C 3.096 -0.610 -4.118
C 2.598 -0.310 -2.981
C 1.839 0.754 -3.050
C 1.303 1.310 -4.329
C 2.001 0.845 -5.466
H 1.912 1.371 -6.317
H 0.686 1.920 -4.368
C 0.761 1.054 -1.946
H 1.323 1.052 -0.941
H 0.689 2.134 -1.778
O -0.592 0.650 -1.847
C -0.413 -0.787 -1.859
C -0.668 -1.419 -0.694
C -0.800 -1.202 0.684
O -0.987 -2.130 1.638
N -0.989 0.036 0.924
C -1.298 0.814 2.021
C -1.256 2.025 2.019
C -1.539 2.785 3.245
C -1.381 2.161 4.466
C -1.641 0.791 4.413
C -1.270 0.151 3.410
H -1.043 -0.741 3.376
Cl -1.450 -0.062 6.051
Cl -1.587 3.173 5.864
H -1.618 4.003 3.237
H -1.500 2.598 1.099
H -1.209 0.746 -0.019
S -0.813 -3.272 -1.124
C -0.545 -2.731 -2.859
C -0.420 -1.462 -3.074
H -0.361 -1.260 -3.934
H -0.706 -3.595 -3.589
H 2.902 -0.941 -1.884
H 3.869 -1.701 -3.965
H 5.426 -1.594 -5.843
H 4.156 -2.530 -5.992

---

2.
42
Properties=species:S:1:pos:R:3 method="wB97M-V/def2-TZVPD" homo_energy_ev=-3.16 lumo_ev=2.23 orbital_gap_ha=0.1983 total_charge=-1 e_tot_ha=-1711.24537 relative_energy_kj_mol=0.0
F 5.058 -0.187 0.417
C 3.949 -0.167 1.194
F 3.967 -1.244 2.025
F 3.965 0.951 1.963
S 2.500 -0.203 0.031
N 1.603 -0.145 1.612
C 0.924 1.093 1.465
O 1.386 2.171 1.158
C -0.495 0.763 1.761
C -0.600 -0.770 1.752
C 0.758 -1.268 1.414
O 1.082 -2.379 1.049
H -0.687 1.199 2.750
H -1.137 1.220 0.994
H -0.806 -1.206 2.740
H -1.324 -1.119 1.001
C -4.749 -3.632 1.825
C -4.469 -2.792 0.741
C -3.824 -1.572 0.944
C -3.425 -1.197 2.243
C -2.618 0.009 2.447
C -3.238 1.236 1.966
C -2.946 2.512 2.726
C -2.561 3.640 1.992
C -2.149 4.795 2.659
C -2.179 4.843 4.062
C -2.599 3.721 4.793
C -2.971 2.554 4.123
O -3.954 1.308 0.960
C -3.721 -2.042 3.332
C -4.391 -3.245 3.122
H -5.271 -4.576 1.652
H -4.760 -3.070 -0.273
H -3.579 -0.914 0.111
H -2.269 0.065 3.482
H -2.573 3.587 0.901
H -1.833 5.662 2.078
H -1.881 5.754 4.584
H -2.656 3.751 5.883
H -3.285 1.659 4.666
H -3.387 -1.746 4.329
H -4.640 -3.880 3.975

---

3.
43
Properties=species:S:1:pos:R:3 method="wB97M-V/def2-TZVPD" homo_energy_ev=-4.22 lumo_ev=2.52 orbital_gap_ha=0.2475 total_charge=-1 e_tot_ha=-2249.91143
Li 13.884 5.193 5.776
S 18.111 4.879 7.294
C 18.207 4.495 5.594
C 16.997 4.367 4.965
C 15.924 4.539 5.885
C 16.364 4.654 7.175
C 15.474 4.771 8.363
C 15.944 4.713 9.698
C 14.966 4.817 10.666
C 13.597 4.844 10.337
C 13.237 4.850 8.977
N 14.162 4.863 8.031
H 19.199 4.324 5.175
H 16.986 4.386 3.862
H 16.986 4.580 9.932
H 15.188 4.861 11.716
H 12.836 4.829 11.062
H 12.193 4.955 8.673
O 9.987 4.136 4.926
C 9.321 5.293 4.731
C 7.977 5.302 4.508
C 7.345 6.521 4.117
C 8.006 7.735 4.300
C 9.405 7.710 4.575
C 10.046 6.525 4.714
C 11.491 6.454 5.033
O 12.079 5.346 5.117
N 12.129 7.622 5.164
N 13.417 7.419 5.426
C 14.284 8.369 5.649
S 13.914 9.774 6.694
C 15.627 9.647 7.421
C 16.698 9.102 6.527
S 16.001 8.051 5.276
H 10.991 4.519 4.959
H 7.395 4.371 4.662
H 6.287 6.527 3.852
H 7.469 8.689 4.135
H 10.037 8.611 4.750
H 15.439 9.016 8.313
H 15.816 10.734 7.652
H 17.464 8.386 6.929
H 17.290 9.858 6.027

---

4.
42
Properties=species:S:1:pos:R:3 method="wB97M-V/def2-TZVPD" homo_energy_ev=-9.50 lumo_ev=-0.58 orbital_gap_ha=0.3278 e_tot_ha=-1596.34649 relative_energy_kj_mol=301.0
N -2.904 -3.542 6.663
C -2.725 -3.313 5.551
C -2.326 -3.104 4.184
C -3.062 -2.152 3.452
C -2.716 -1.949 2.112
C -1.686 -2.656 1.549
S -1.478 -2.737 -0.234
O -2.711 -2.468 -0.994
O -0.885 -4.036 -0.616
N -0.257 -1.598 -0.617
C 1.169 -1.948 -0.626
C 1.911 -1.371 0.522
O 2.400 -2.036 1.442
N 2.281 -0.009 0.302
C 1.766 0.917 -0.764
C 0.279 0.948 -0.889
C -0.254 2.083 -1.501
C 0.516 3.129 -2.109
C 0.481 4.513 -1.571
C 1.145 5.480 -2.257
C 1.975 5.157 -3.348
C 1.960 3.925 -3.902
C 1.227 2.901 -3.281
C -0.573 -0.254 -0.595
O -1.735 0.035 -0.210
C -0.921 -3.542 2.303
C -1.173 -3.745 3.679
H -3.914 -1.677 3.994
H -3.350 -1.307 1.461
H 1.700 -1.655 -1.551
H 1.375 -3.066 -0.535
H 2.646 0.346 1.139
H 2.155 0.545 -1.694
H 2.340 1.856 -0.532
H -1.372 2.140 -1.445
H -0.127 4.797 -0.698
H 1.047 6.549 -1.900
H 2.609 5.793 -3.962
H 2.499 3.588 -4.718
H 1.348 1.947 -3.797
H -0.163 -4.107 1.765
H -0.498 -4.379 4.229

---

5.
42
Properties=species:S:1:pos:R:3 method="wB97M-V/def2-TZVPD" homo_energy_ev=-8.55 smiles="COc1ccccc1/C=C/C(=O)Oc1cccnc1C(=O)Nc1nccs1" lumo_ev=-0.35 orbital_gap_ha=0.3012 e_tot_ha=-1596.36028 relative_energy_kj_mol=264.8
C -1.937 1.118 -3.980
O -3.089 0.775 -3.223
C -3.175 1.515 -2.109
C -3.595 2.791 -2.276
C -3.710 3.677 -1.292
C -3.386 3.272 0.059
C -2.955 1.971 0.286
C -2.770 1.117 -0.835
C -2.104 -0.221 -0.646
C -1.725 -0.746 0.627
C -0.893 -1.895 0.820
O -0.507 -2.483 -0.159
O -0.529 -2.101 2.117
C 0.617 -2.765 2.398
C 0.449 -4.129 2.771
C 1.563 -4.786 3.154
C 2.880 -4.124 3.030
N 3.011 -2.880 2.608
C 1.928 -2.149 2.291
C 2.154 -0.759 1.882
O 1.304 0.087 2.128
N 3.351 -0.465 1.153
C 3.466 0.608 0.310
N 4.598 0.790 -0.258
C 4.548 1.882 -1.205
C 3.330 2.515 -1.357
S 2.317 1.884 -0.181
H -1.907 2.177 -4.226
H -1.919 0.424 -4.778
H -1.090 0.947 -3.409
H -3.795 3.155 -3.253
H -3.918 4.760 -1.488
H -3.347 3.913 0.934
H -2.656 1.745 1.269
H -1.697 -0.733 -1.574
H -2.018 -0.100 1.527
H -0.514 -4.716 2.706
H 1.477 -5.801 3.496
H 3.802 -4.611 3.357
H 4.018 -1.181 0.988
H 5.441 2.209 -1.766
H 2.984 3.311 -1.894

---

6.
47
Properties=species:S:1:pos:R:3 method="wB97M-V/def2-TZVPD" s_squared=8.8476 homo_energy_ev="1.68 / -0.87" lumo_ev="4.70 / 4.66" orbital_gap_ha="0.1109 / 0.2034" total_charge=-2 e_tot_ha=-5533.59624 relative_energy_kj_mol=0.0 spin_multiplicity=6
Mn 0.072 -0.459 -0.060
N -0.695 1.206 -1.262
C -1.714 0.892 -2.280
C -2.492 -0.344 -1.833
O -3.672 -0.223 -1.526
N -1.762 -1.483 -1.701
C -2.349 -2.549 -0.891
C -1.395 -3.079 0.194
O -1.660 -4.176 0.681
O -0.410 -2.329 0.519
H -1.114 1.682 -0.463
H 0.028 1.808 -1.639
H -1.227 0.701 -3.233
H -2.438 1.698 -2.403
H -2.660 -3.394 -1.503
H -3.231 -2.151 -0.390
Br 2.457 0.216 0.947
C 1.680 1.372 2.268
C 2.549 2.130 3.066
C 2.001 2.953 4.032
C 0.610 3.016 4.206
C -0.275 2.249 3.389
C -1.670 2.294 3.544
C -2.513 1.538 2.729
C -1.974 0.737 1.730
C -0.588 0.634 1.511
C 0.260 1.389 2.360
H 3.621 2.061 2.928
H 2.657 3.546 4.662
H 0.181 3.654 4.973
H -2.085 2.931 4.321
H -3.589 1.582 2.870
H -2.659 0.171 1.100
Cl 4.065 -3.350 -0.751
C 3.074 -2.147 -1.544
C 3.707 -1.050 -2.158
C 2.840 -0.154 -2.823
C 1.497 -0.333 -2.816
N 0.864 -1.368 -2.107
C 1.727 -2.313 -1.528
H 4.776 -0.915 -2.115
H 3.242 0.692 -3.366
H 0.840 0.309 -3.380
H 1.259 -3.156 -1.048
F -0.512 -3.268 -2.681
B -0.568 -1.878 -2.619
F -0.755 -1.340 -3.911

---

7.
47
Properties=species:S:1:pos:R:3 method="wB97M-V/def2-TZVPD" homo_energy_ev=-0.21 lumo_ev=4.13 orbital_gap_ha=0.1595 total_charge=-2 e_tot_ha=-2485.87367 relative_energy_kj_mol=0.0
Cd 0.514 -0.615 0.917
N 4.932 0.366 0.945
C 5.219 -0.981 1.029
C 6.346 -1.685 1.437
C 6.267 -3.067 1.381
C 5.104 -3.718 0.942
C 3.984 -3.014 0.539
C 4.057 -1.624 0.576
N 3.100 -0.688 0.238
C 3.647 0.467 0.481
C 2.947 1.729 0.254
C 3.252 2.962 0.735
S 2.016 4.058 0.310
C 1.188 2.784 -0.519
N 1.785 1.646 -0.468
H 5.504 1.133 1.245
H 7.239 -1.184 1.790
H 7.121 -3.656 1.694
H 5.080 -4.801 0.931
H 3.057 -3.477 0.219
H 4.047 3.249 1.402
H 0.235 2.931 -1.006
C -7.070 2.736 -0.248
C -5.776 2.030 -0.567
C -5.023 1.426 0.431
C -3.830 0.774 0.136
C -3.376 0.727 -1.170
C -4.119 1.330 -2.180
C -5.308 1.972 -1.879
S -1.808 -0.059 -1.575
O -0.920 1.079 -1.722
O -2.089 -0.815 -2.785
N -1.452 -0.928 -0.319
C -1.660 -2.371 -0.418
C -0.377 -3.230 -0.391
O -0.509 -4.425 -0.682
O 0.712 -2.645 -0.088
H -7.284 2.689 0.820
H -7.910 2.283 -0.781
H -7.027 3.788 -0.538
H -5.368 1.467 1.458
H -3.230 0.307 0.908
H -3.756 1.279 -3.199
H -5.886 2.438 -2.672
H -2.219 -2.655 -1.311
H -2.248 -2.702 0.448
Te 0.891 0.693 3.248

---

8.
42
Properties=species:S:1:pos:R:3 method="wB97M-V/def2-TZVPD" homo_energy_ev=-8.08 smiles="CCc1nc(-c2sccc2Cl)nc2c1CCN2c1ccc(C(=O)O)cc1" lumo_ev=0.19 orbital_gap_ha=0.3036 e_tot_ha=-1906.79255 relative_energy_kj_mol=0.0
C 0.450 -4.840 -1.204
C -0.877 -4.135 -0.812
C -0.694 -2.651 -0.819
N -0.937 -1.988 -1.941
C -0.798 -0.662 -1.958
C -1.093 0.025 -3.243
S -1.118 1.800 -3.368
C -1.553 1.759 -5.058
C -1.676 0.485 -5.512
C -1.386 -0.505 -4.480
Cl -1.280 -2.184 -4.912
N -0.504 0.044 -0.876
C -0.230 -0.609 0.214
C -0.221 -1.950 0.279
C 0.059 -2.476 1.617
C 0.343 -1.176 2.416
N 0.063 -0.085 1.461
C 0.399 1.269 1.777
C 0.359 1.646 3.126
C 0.729 2.915 3.555
C 1.213 3.835 2.628
C 1.568 5.166 3.060
O 2.166 5.898 2.259
O 1.306 5.548 4.312
C 1.269 3.471 1.258
C 0.829 2.199 0.842
H 0.286 -5.908 -1.322
H 0.827 -4.438 -2.142
H 1.201 -4.692 -0.413
H -1.589 -4.388 -1.607
H -1.251 -4.502 0.143
H -1.716 2.652 -5.635
H -2.066 0.187 -6.496
H -0.813 -3.019 2.025
H 0.932 -3.140 1.661
H 1.366 -1.181 2.756
H -0.301 -1.140 3.307
H 0.033 0.943 3.891
H 0.568 3.216 4.595
H 1.671 6.450 4.368
H 1.556 4.186 0.461
H 0.906 1.972 -0.213

---

9.
44
Properties=species:S:1:pos:R:3 method="wB97M-V/def2-TZVPD" homo_energy_ev=-9.23 smiles="CC(=O)Nc1ccc2c(c1)C(=O)N(O)C(=O)[C@H]2C(=O)NCc1ccc(F)cc1" lumo_ev=-0.44 orbital_gap_ha=0.3229 e_tot_ha=-1373.95843 relative_energy_kj_mol=0.0
C 0.226 5.830 -1.548
C -0.476 4.648 -0.887
O -1.196 4.898 0.059
N -0.261 3.349 -1.296
C -0.932 2.177 -0.820
C -1.756 2.070 0.343
C -2.433 0.899 0.637
C -2.220 -0.240 -0.129
C -1.393 -0.255 -1.225
C -0.737 0.973 -1.568
C -1.181 -1.502 -2.000
O -0.374 -1.564 -2.939
N -1.903 -2.653 -1.701
O -1.775 -3.791 -2.570
C -2.675 -2.699 -0.547
O -3.254 -3.721 -0.240
C -2.745 -1.544 0.463
C -1.790 -1.986 1.572
O -2.144 -2.694 2.533
N -0.461 -1.596 1.531
C 0.601 -2.092 2.381
C 1.899 -1.691 1.745
C 2.671 -2.635 1.083
C 3.853 -2.304 0.453
C 4.254 -0.977 0.424
F 5.409 -0.647 -0.238
C 3.497 -0.006 1.067
C 2.324 -0.344 1.759
H -0.053 6.735 -0.984
H 1.309 5.727 -1.398
H -0.045 5.900 -2.619
H 0.384 3.187 -2.066
H -1.940 2.915 1.023
H -3.052 0.885 1.569
H -0.002 0.939 -2.364
H -1.042 -3.625 -3.247
H -3.754 -1.445 0.847
H -0.194 -0.990 0.773
H 0.494 -1.666 3.373
H 0.603 -3.170 2.468
H 2.303 -3.642 1.095
H 4.435 -3.097 -0.035
H 3.835 1.025 0.968
H 1.695 0.417 2.256

---

10.
45
Properties=species:S:1:pos:R:3 method="wB97M-V/def2-TZVPD" homo_energy_ev="-13.45 / -13.44" lumo_ev="-9.73 / -9.74" orbital_gap_ha="0.1368 / 0.1362" total_charge=+2 e_tot_ha=-2102.00752 relative_energy_kj_mol=87.7
Pd 0.197 -0.750 -1.474
O -1.569 4.252 0.239
C -2.470 3.809 -0.631
C -3.595 4.628 -0.802
C -4.578 4.272 -1.686
C -4.494 3.082 -2.447
C -3.423 2.263 -2.288
C -2.368 2.588 -1.371
C -1.295 1.670 -1.271
O -1.241 0.608 -1.924
N -0.210 2.015 -0.401
N 0.720 1.183 -0.418
C 1.831 1.520 0.378
S 3.018 0.350 0.528
C 4.224 1.501 1.259
C 3.447 2.487 2.107
S 2.018 3.028 1.115
H -0.847 3.614 0.336
H -3.649 5.536 -0.220
H -5.440 4.913 -1.808
H -5.275 2.840 -3.151
H -3.332 1.351 -2.860
H 4.740 1.985 0.427
H 4.939 0.926 1.844
H 4.040 3.364 2.363
H 3.055 2.035 3.020
O 1.696 -1.887 -1.274
C 1.931 -2.827 -0.350
C 3.251 -3.282 -0.246
C 3.586 -4.253 0.675
C 2.618 -4.789 1.519
C 1.317 -4.362 1.413
C 0.942 -3.390 0.469
C -0.452 -2.998 0.320
N -0.935 -1.997 -0.415
C -2.308 -1.962 -0.264
C -2.663 -2.971 0.564
N -1.494 -3.605 0.918
H 3.980 -2.853 -0.921
H 4.607 -4.602 0.743
H 2.884 -5.541 2.248
H 0.578 -4.792 2.077
H -2.926 -1.247 -0.774
H -3.622 -3.295 0.921
H -1.432 -4.417 1.510

---

11.
43
Properties=species:S:1:pos:R:3 method="wB97M-V/def2-TZVPD" s_squared=0.7595 homo_energy_ev="-0.89 / -1.42" lumo_ev="4.54 / 4.25" orbital_gap_ha="0.1995 / 0.2083" total_charge=-2 e_tot_ha=-2608.59788 relative_energy_kj_mol=0.0 spin_multiplicity=2
Sn 2.080 1.736 1.110
C 1.771 -2.256 1.949
C 2.642 -2.222 0.818
C 3.576 -1.199 1.019
C 3.288 -0.574 2.267
C 2.169 -1.244 2.837
H 0.963 -2.962 2.103
H 2.596 -2.884 -0.038
H 4.376 -0.918 0.344
H 3.904 0.161 2.768
H 1.716 -1.010 3.792
S 2.875 4.567 4.099
Sb 2.868 4.936 1.835
S 0.763 3.841 1.059
S 4.191 3.058 0.920
O -0.009 -0.117 0.910
C -0.329 -0.074 -0.482
C 0.982 0.047 -1.334
O 1.051 -0.583 -2.385
O 1.884 0.848 -0.872
C -1.157 1.192 -0.685
C -1.998 1.634 0.330
C -2.807 2.747 0.141
C -2.780 3.433 -1.066
C -1.929 3.007 -2.076
C -1.119 1.894 -1.887
C -1.109 -1.334 -0.894
C -2.344 -1.291 -1.534
C -3.034 -2.464 -1.837
C -2.494 -3.698 -1.512
C -1.244 -3.751 -0.901
C -0.561 -2.583 -0.602
H 0.601 -0.859 1.126
H -2.004 1.101 1.273
H -3.446 3.090 0.946
H -3.403 4.309 -1.210
H -1.881 3.550 -3.013
H -0.449 1.567 -2.674
H -2.781 -0.335 -1.791
H -4.003 -2.403 -2.323
H -3.037 -4.611 -1.731
H -0.797 -4.708 -0.658
H 0.419 -2.639 -0.140